(1)
C26H40BBr2ClN4O7 | ωB97M-V with the def2-TZVPD basis set

Frontier orbital gap   8.62 eV
Energy relative to the best compared isomer or geometry (same formula, charge and spin)   0.0 kcal per mole
SMILES   CB(O)c1c(CC=O)cc(CCCCl)c2c1C(=O)N([C@H](Br)[C@@H](C)Br)C2=O.CN(C)C=O.CN(C)C=O.CN(C)C=O

XYZ file:
```
81
Properties=species:S:1:pos:R:3:forces:R:3:lowdin_charge:R:1
C -4.292 0.657 -0.372 0.835 0.324 0.336 -0.013
B -2.791 1.082 -0.729 -0.131 0.208 -0.435 -0.442
O -2.362 2.420 -0.837 -0.485 -1.490 1.155 0.110
C -1.678 -0.062 -0.964 2.142 -1.401 -0.054 0.020
C -1.610 -0.970 -2.150 1.078 -0.300 1.259 -0.124
C -2.705 -0.764 -3.250 1.744 0.435 -0.293 -0.083
C -2.380 0.563 -4.055 -0.541 0.216 0.376 -0.228
O -3.211 1.426 -4.221 0.440 -0.727 0.121 0.046
C -0.552 -1.986 -2.291 -0.034 1.408 1.530 0.051
C 0.518 -2.160 -1.271 -1.142 1.363 0.839 -0.116
C 1.668 -3.201 -1.375 0.213 0.276 -0.414 -0.133
C 2.668 -2.899 -2.590 -0.871 -0.992 0.169 -0.243
C 2.110 -3.622 -3.887 0.233 0.539 0.538 -0.529
Cl 3.149 -5.116 -4.195 -0.731 0.584 -0.003 0.481
C 0.461 -1.264 -0.136 -2.076 0.351 -0.688 -0.013
C -0.631 -0.234 0.019 1.073 -2.158 -1.425 -0.022
C -0.315 0.515 1.351 -1.322 -1.257 -3.148 -0.375
O -1.139 1.109 1.991 1.264 0.167 0.267 0.110
N 1.061 0.213 1.558 0.166 1.425 1.696 -0.013
C 2.088 1.251 1.642 1.442 -0.624 0.367 -0.654
Br 1.458 2.999 2.297 -0.095 -0.709 -0.076 0.758
C 2.920 1.517 0.323 1.746 0.410 0.956 -0.743
C 4.109 0.470 0.106 -1.605 -0.181 -1.042 -0.124
Br 1.842 1.774 -1.301 0.345 -0.097 0.669 0.731
C 1.403 -1.103 1.103 -1.249 0.074 -2.310 -0.336
O 2.225 -1.839 1.574 -0.190 0.755 -0.160 0.134
H -4.893 0.320 -1.256 0.481 0.474 0.713 0.079
H -4.787 1.516 0.144 0.088 -0.785 -0.614 0.068
H -4.292 -0.193 0.360 0.060 0.768 -0.808 0.069
H -2.896 2.929 -0.198 -0.026 0.030 -0.690 0.083
H -3.729 -0.644 -2.827 0.845 -0.323 -0.427 0.110
H -2.592 -1.610 -3.976 -0.499 0.607 0.556 0.119
H -1.340 0.763 -4.460 -0.567 -0.703 0.441 0.137
H -0.517 -2.645 -3.198 -0.243 0.803 0.957 0.102
H 1.217 -4.216 -1.532 0.415 0.765 0.144 0.120
H 2.273 -3.255 -0.427 -0.872 0.300 -0.871 0.111
H 2.806 -1.794 -2.726 -0.075 -1.085 0.056 0.112
H 3.645 -3.385 -2.343 -0.922 0.833 -0.263 0.050
H 2.166 -3.008 -4.817 -0.065 -0.574 0.812 0.073
H 1.060 -3.960 -3.682 1.119 0.084 -0.589 0.051
H 2.844 0.897 2.403 -0.745 0.593 -0.745 0.113
H 3.446 2.499 0.496 -0.881 -0.894 -0.215 0.062
H 4.472 0.042 1.074 -0.234 0.494 -0.860 0.087
H 3.671 -0.347 -0.537 0.840 0.531 0.817 0.052
H 4.919 0.954 -0.502 -0.714 -0.451 0.759 0.084
C -1.228 5.606 2.997 -0.080 0.082 -0.310 -0.071
N -2.444 5.263 2.289 -0.156 -0.267 0.315 -0.194
C -2.737 5.926 1.032 -0.245 -0.180 0.080 -0.031
C -3.316 4.341 2.763 0.176 0.074 -0.011 -0.348
O -4.351 4.008 2.214 0.125 0.054 -0.159 0.008
H -1.241 6.672 3.237 0.164 -0.035 0.069 0.090
H -0.373 5.387 2.350 0.078 0.091 0.187 0.051
H -1.137 5.033 3.919 -0.070 -0.024 -0.085 0.085
H -3.690 6.452 1.115 0.040 0.002 -0.151 0.096
H -2.820 5.180 0.240 -0.012 0.175 -0.103 0.082
H -1.949 6.635 0.784 0.002 -0.094 0.083 0.090
H -2.999 3.898 3.721 0.075 0.040 0.006 0.133
C -6.726 -0.540 4.921 0.291 0.122 -0.086 -0.063
N -6.037 -0.101 3.725 -0.317 -0.104 -0.182 -0.196
C -4.672 0.384 3.834 -0.047 0.094 -0.312 -0.028
C -6.624 -0.127 2.506 -0.024 0.032 0.150 -0.319
O -6.094 0.228 1.470 -0.526 -0.189 0.727 -0.011
H -6.780 0.290 5.629 -0.088 -0.125 0.110 0.089
H -6.171 -1.367 5.372 -0.135 0.005 0.135 0.088
H -7.736 -0.875 4.687 0.069 0.037 -0.060 0.082
H -4.624 1.413 3.470 0.134 -0.038 -0.007 0.085
H -4.018 -0.234 3.215 0.102 0.118 0.061 0.093
H -4.337 0.346 4.870 -0.112 -0.056 -0.040 0.087
H -7.658 -0.510 2.529 -0.010 -0.022 0.090 0.133
C 8.730 -3.037 -2.008 -0.192 -0.223 0.014 -0.058
N 7.284 -3.112 -1.936 -0.053 0.444 0.001 -0.196
C 6.648 -4.417 -1.868 -0.262 0.174 -0.020 -0.035
C 6.506 -2.006 -1.930 0.200 -0.117 0.005 -0.321
O 5.290 -2.006 -1.871 0.349 -0.035 0.102 -0.007
H 9.072 -3.562 -2.903 0.162 0.050 0.064 0.090
H 9.158 -3.511 -1.122 0.156 0.045 -0.081 0.090
H 9.063 -2.001 -2.054 -0.093 -0.037 0.005 0.083
H 5.976 -4.535 -2.720 -0.019 -0.134 0.084 0.074
H 6.062 -4.484 -0.949 -0.023 -0.126 -0.070 0.097
H 7.398 -5.206 -1.881 0.017 0.124 -0.003 0.088
H 7.085 -1.069 -1.985 0.068 -0.027 -0.010 0.134
```
Positions in Å, forces in eV/Å.



(2)
C26H40BF4N2O15S2 | ωB97M-V with the def2-TZVPD basis set

Frontier orbital gap   4.78 eV
Charge   -1

XYZ file:
```
90
Properties=species:S:1:pos:R:3:forces:R:3:lowdin_charge:R:1
C 3.510 -1.682 -1.798 0.093 -0.039 0.081 -0.083
C 2.302 -1.972 -0.923 0.149 0.145 -0.012 -0.239
N 2.563 -1.668 0.507 -0.085 -0.017 0.022 -0.246
C 2.436 -2.826 1.389 0.086 -0.058 0.021 -0.280
C 3.539 -3.836 1.100 0.021 -0.057 0.191 -0.078
C 1.872 -0.493 0.873 0.105 0.029 0.059 -1.087
S 2.598 0.960 0.722 -0.073 0.083 -0.190 0.680
S 0.181 -0.701 1.369 0.306 -0.375 -0.137 0.929
C -0.601 0.660 0.452 -0.075 0.447 0.341 -0.465
C -2.110 0.726 0.735 0.021 -0.009 -0.185 -0.260
C -2.897 -0.589 0.951 -0.364 0.269 0.085 -0.248
C -3.887 -0.976 -0.155 1.050 -0.881 0.080 -0.145
C -4.812 -2.104 0.345 -0.447 0.194 -0.002 -0.131
C -6.239 -1.647 0.214 -0.127 -0.387 -0.255 -0.446
O -6.785 -0.882 0.994 0.138 0.475 0.052 0.018
N -6.915 -2.131 -0.926 -0.276 0.181 0.647 -0.146
C -8.092 -1.370 -1.319 -0.013 -0.061 -0.121 -0.068
C -7.038 -3.587 -0.953 0.298 -0.046 -0.380 -0.072
B -3.291 -1.252 -1.486 -0.141 0.222 -0.332 -0.670
O -1.919 -0.988 -1.839 -0.011 0.372 0.140 0.063
O -4.052 -1.873 -2.506 -0.125 -0.076 0.126 -0.033
C -3.547 -2.053 -3.796 0.025 -0.060 -0.003 -0.130
H 4.409 -2.109 -1.349 -0.032 -0.037 -0.045 0.070
H 3.679 -0.608 -1.884 -0.006 -0.010 -0.014 0.054
H 3.379 -2.110 -2.795 -0.034 0.084 -0.006 0.071
H 1.437 -1.392 -1.260 -0.021 -0.113 -0.042 0.109
H 2.014 -3.022 -0.997 -0.027 0.026 0.031 0.114
H 2.569 -2.483 2.417 -0.171 0.060 -0.013 0.117
H 1.455 -3.313 1.322 -0.008 0.102 -0.070 0.098
H 3.394 -4.710 1.735 -0.024 -0.012 -0.040 0.061
H 4.514 -3.404 1.332 0.002 0.029 -0.113 0.078
H 3.540 -4.167 0.061 -0.005 0.020 0.020 0.066
H -0.359 0.527 -0.598 -0.107 -0.284 -0.011 0.060
H -0.119 1.580 0.778 -0.036 0.003 0.024 0.039
H -2.567 1.227 -0.125 0.085 0.044 0.010 0.104
H -2.249 1.394 1.591 0.050 -0.118 0.053 0.092
H -2.177 -1.403 1.152 -0.056 0.011 0.029 0.055
H -3.465 -0.468 1.883 0.118 -0.024 0.020 0.086
H -4.676 -3.031 -0.221 0.025 0.001 0.057 0.096
H -4.628 -2.307 1.407 0.017 -0.014 -0.034 0.113
H -7.839 -0.673 -2.122 0.002 0.020 0.042 0.082
H -8.487 -0.805 -0.474 -0.018 -0.028 -0.016 0.074
H -8.869 -2.039 -1.694 0.019 0.007 0.010 0.070
H -6.652 -4.034 -0.037 -0.036 0.008 -0.011 0.084
H -6.490 -4.035 -1.790 -0.047 0.049 -0.017 0.081
H -8.091 -3.865 -1.042 0.033 -0.007 0.044 0.073
H -1.797 -0.193 -2.364 -0.059 -0.118 -0.091 0.078
H -2.860 -2.907 -3.855 0.017 0.058 -0.004 0.085
H -4.391 -2.247 -4.464 0.030 -0.010 -0.005 0.079
H -3.013 -1.172 -4.173 -0.016 -0.037 -0.006 0.077
C -5.332 1.961 1.325 0.035 -0.116 -0.007 -0.025
C -5.300 2.043 2.835 -0.049 0.041 -0.039 -0.298
O -5.182 3.438 3.074 -0.203 0.017 0.077 0.120
C -5.701 4.093 2.000 0.065 0.044 -0.026 -0.570
O -5.945 5.258 1.986 0.043 -0.048 -0.017 0.151
O -5.908 3.240 0.987 0.006 0.047 -0.023 0.080
F -4.234 1.419 3.393 0.077 0.056 -0.006 0.065
H -4.327 1.894 0.912 -0.065 -0.002 0.058 0.114
H -5.935 1.143 0.947 -0.097 0.029 -0.057 0.111
H -6.205 1.679 3.325 0.059 -0.102 0.031 0.171
C 7.014 3.254 0.950 0.007 0.084 0.003 -0.052
C 6.367 3.969 -0.222 -0.014 -0.114 0.004 -0.310
O 6.458 3.014 -1.249 -0.227 -0.056 -0.020 0.121
C 6.507 1.767 -0.676 0.013 -0.071 0.012 -0.544
O 6.365 0.754 -1.263 0.122 0.059 -0.016 0.189
O 6.740 1.889 0.652 0.035 -0.096 -0.028 0.069
F 7.062 5.080 -0.594 0.069 0.031 0.010 0.054
H 8.092 3.424 0.936 -0.011 0.062 0.017 0.143
H 6.600 3.516 1.918 -0.073 -0.076 -0.008 0.140
H 5.322 4.247 -0.075 0.036 0.118 0.005 0.175
C 8.601 5.806 -4.693 0.075 -0.071 0.033 -0.047
C 8.844 6.254 -3.264 -0.094 -0.015 -0.084 -0.314
O 8.921 7.659 -3.399 -0.173 0.058 0.123 0.132
C 8.212 8.025 -4.504 0.071 0.024 -0.067 -0.550
O 7.901 9.135 -4.771 0.049 -0.059 -0.004 0.183
O 7.915 6.930 -5.245 -0.013 0.049 -0.029 0.071
F 10.017 5.790 -2.767 0.076 0.029 -0.059 0.074
H 9.553 5.671 -5.208 0.010 -0.044 0.034 0.143
H 7.991 4.913 -4.782 -0.089 0.058 -0.001 0.141
H 8.046 6.000 -2.567 0.079 -0.049 0.066 0.154
C -1.033 -3.223 4.106 -0.156 0.128 -0.087 -0.043
C -1.280 -4.348 5.092 0.035 0.024 -0.049 -0.316
O -0.513 -5.404 4.549 0.136 -0.016 0.151 0.131
C 0.492 -4.861 3.804 -0.015 -0.020 -0.064 -0.546
O 1.428 -5.467 3.400 -0.064 0.032 -0.005 0.175
O 0.272 -3.544 3.616 0.039 -0.071 0.055 0.043
F -2.580 -4.722 5.149 -0.024 -0.026 -0.083 0.076
H -1.750 -3.262 3.284 -0.045 -0.008 0.039 0.146
H -1.034 -2.230 4.545 0.123 0.002 0.002 0.142
H -0.936 -4.149 6.109 -0.094 0.007 0.027 0.170
```
Positions in Å, forces in eV/Å.